Record 1
Here is an isolated ion of composition C4H10N3 and charge +1 at a distorted geometry from OMol25. Energies are from ωB97M-V/def2-TZVPD.

Each line ends with the Löwdin charge.
Element x y z (Å)
H: 0.613 -1.160 -1.427  0.060
H: 1.959 -1.381 1.070  0.126
N: 0.927 -1.436 -0.521  0.103
H: -2.480 -1.476 -0.211  0.082
H: 2.784 -1.039 -0.320  0.153
H: -1.047 1.663 -1.069  0.227
H: 2.556 1.061 0.709  0.161
C: 1.856 -0.819 0.173  -0.334
H: -2.906 -0.382 1.075  0.061
H: -3.008 0.060 -0.668  0.122
C: -2.478 -0.502 0.163  -0.022
N: -0.499 1.072 -0.347  0.050
H: 0.896 2.461 -0.309  0.131
N: 1.719 0.658 0.321  0.109
H: -0.527 -0.334 1.212  0.184
C: -1.149 0.104 0.278  -0.118
C: 0.783 1.451 -0.129  -0.094

Properties
orbital gap (spin up / spin down)	9.2 / 7.2	eV
2S+1	1
net charge	+1
lowest unoccupied orbital energy (spin up / spin down)	-0.17164 / -0.17249	Ha
ΔE to the lowest compared entry with this formula, charge and spin	117.7	kcal/mol
E_tot	-322.272974	hartree

---

Record 2
Here is C6H10N3OPTi as an isolated structure at a distorted geometry from OMol25. Energies are from ωB97M-V/def2-TZVPD.

Each line ends with the Löwdin charge.
Element x y z (Å)
H: 1.461 1.748 0.585  0.046
P: -2.573 0.304 0.483  1.010
H: 1.188 -1.229 -1.653  0.131
H: -3.185 1.516 0.089  0.084
Ti: -4.189 -2.548 0.615  1.555
H: -2.248 0.453 1.846  0.070
H: 1.897 -1.822 -0.171  0.133
H: -1.444 -0.499 -1.473  0.146
N: 0.259 -0.262 2.645  0.219
H: 2.183 0.859 -1.504  0.105
H: 3.090 1.643 0.735  0.090
C: -0.628 1.399 -0.989  -0.224
C: 1.374 -0.956 -0.602  -0.126
N: -0.147 2.348 -1.419  0.257
O: -3.643 -0.846 0.299  -0.639
C: -1.072 0.039 -0.586  -0.330
N: 2.243 1.108 0.600  0.013
C: 0.042 -0.646 1.583  -0.229
C: 2.321 0.266 -0.581  -0.267
C: -0.004 -0.870 0.091  -0.305
H: -0.423 -1.892 0.010  0.132
H: 3.348 -0.115 -0.647  0.128

Properties
orbital gap	3.0	eV
2S+1	1
net charge	+2
lowest unoccupied orbital energy	-0.41984	Ha
E_tot	-1664.115950	hartree

---

Record 3
Here is C40H40IrN5O3S3Si as an isolated structure at a distorted geometry from OMol25. Energies are from ωB97M-V/def2-TZVPD.

Each line ends with the Löwdin charge.
Element x y z (Å)
C: -4.027 0.825 3.443  -0.149
C: 3.583 -2.063 -3.426  -0.061
H: 0.909 1.700 6.018  0.073
O: 3.772 1.473 0.164  -0.279
H: -3.530 -4.089 -0.266  0.113
N: -2.494 0.796 0.985  -0.104
H: -5.461 -2.564 0.095  0.117
H: 4.560 -0.867 0.627  0.096
C: 0.842 1.767 4.947  -0.376
H: -1.609 3.011 3.104  0.007
H: -0.735 -4.032 0.807  0.090
H: -3.000 4.070 3.004  0.037
H: -4.786 0.093 3.187  0.021
H: -2.162 1.590 -3.440  0.059
H: -0.708 -3.235 4.821  0.116
C: 2.212 -2.573 3.218  -0.144
C: 0.223 0.904 4.091  -0.196
C: 3.601 -2.798 3.235  -0.034
H: 2.413 4.746 2.167  0.103
C: -2.080 -2.549 0.101  -0.370
C: -0.012 -0.020 -4.576  -0.068
C: -0.011 -2.830 4.102  -0.029
C: -0.253 -1.240 -6.635  -0.065
S: 1.571 3.096 4.144  1.091
H: -5.700 1.798 0.635  0.010
S: -1.635 -0.518 -2.348  0.974
H: -2.433 -2.365 -4.302  0.108
N: 0.349 -1.441 2.197  0.034
C: 2.978 -1.359 -2.398  -0.058
H: -5.589 3.202 1.665  0.030
H: 1.970 -1.575 -2.076  0.104
C: -0.457 -1.965 3.105  -0.145
H: -4.715 3.166 0.150  0.025
H: -1.732 -2.791 -6.650  0.111
Ir: -0.183 0.437 0.753  1.507
C: -5.020 2.561 0.999  -0.160
C: 5.566 -0.719 -3.193  -0.058
Si: -3.487 1.876 1.929  0.471
H: -2.893 1.436 -1.813  0.037
H: -0.005 -2.841 -0.272  0.066
H: -3.611 0.581 -3.207  0.063
H: -1.064 -4.118 -0.920  0.089
H: 6.565 -0.468 -3.511  0.111
C: 0.330 3.486 -0.745  -0.125
H: 0.476 0.729 -3.969  0.113
C: -2.413 3.340 2.456  -0.150
C: 3.684 -0.347 -1.776  -0.287
H: -4.423 1.451 4.234  0.028
H: -0.293 0.025 4.437  0.086
C: -4.450 -2.195 0.184  -0.047
C: 1.099 3.238 1.402  -0.311
H: 4.021 -3.427 4.002  0.113
N: 1.940 -0.246 0.398  -0.189
H: -5.043 -0.197 0.672  0.084
C: -1.652 -1.783 -4.767  -0.087
O: 1.895 1.465 -1.404  -0.324
C: -0.896 -3.436 -0.091  -0.014
C: 1.802 5.143 0.138  -0.020
H: -1.966 3.834 1.600  0.022
C: 4.871 -1.739 -3.823  -0.067
H: 5.476 0.788 -1.648  0.118
C: 1.837 4.421 1.313  -0.002
C: 1.003 2.477 2.612  -0.515
N: -1.872 -1.286 0.426  0.004
C: 1.026 4.674 -0.914  -0.025
C: -1.257 -2.013 -6.073  -0.066
C: 3.898 -1.353 1.324  -0.003
C: -3.376 -3.049 -0.027  -0.036
H: 0.050 -1.415 -7.656  0.110
H: 1.715 -3.824 4.897  0.125
C: 1.327 -3.149 4.151  0.026
N: 0.359 2.789 0.377  0.049
C: -1.035 -0.780 -4.038  -0.378
C: 0.308 1.293 2.736  -0.226
H: -3.171 0.292 3.844  0.011
C: -4.225 -0.877 0.511  -0.025
H: 3.048 -2.858 -3.922  0.109
C: 1.663 -1.713 2.232  -0.155
H: 0.960 5.221 -1.842  0.115
C: 4.968 -0.015 -2.161  -0.054
H: -0.287 3.093 -1.538  0.117
C: -2.894 -0.427 0.641  -0.503
C: 2.522 -1.081 1.265  -0.276
H: 5.331 -2.277 -4.639  0.109
C: 0.370 -0.252 -5.888  -0.058
C: 4.412 -2.188 2.303  -0.053
C: -2.687 0.933 -2.755  -0.177
S: 2.832 0.716 -0.618  0.619
H: -1.501 -1.701 3.026  0.118
O: -0.486 0.050 -1.600  -0.617
H: 2.353 6.069 0.048  0.120
H: 1.152 0.343 -6.336  0.112
H: 5.477 -2.351 2.335  0.115

Properties
orbital gap (spin up / spin down)	5.8 / 5.5	eV
2S+1	2
net charge	+1
lowest unoccupied orbital energy (spin up / spin down)	-0.15336 / -0.16545	Ha
ΔE to the lowest compared entry with this formula, charge and spin	95.6	kcal/mol
E_tot	-3635.922543	hartree
<S²>	0.764

---

Record 4
Here is a 2-piece molecular cluster, C4H9OP overall at a distorted geometry from OMol25. Energies are from ωB97M-V/def2-TZVPD.

Each line ends with the Löwdin charge.
Element x y z (Å)
C: 1.649 0.148 -0.982  -0.007
H: -1.283 -0.239 -0.510  0.034
H: -1.543 0.974 -1.698  0.067
H: 2.578 0.548 -0.872  0.022
H: -0.205 -1.278 0.729  -0.007
C: -0.312 -0.944 1.757  -0.364
O: -1.220 1.512 2.006  -0.497
H: 0.264 -1.718 2.263  0.015
P: 0.088 0.826 1.971  0.794
C: 0.526 0.857 -1.163  -0.263
C: -0.811 0.284 -1.328  -0.131
H: 0.696 1.852 -1.249  0.063
H: -1.365 -1.287 2.205  0.094
H: 1.731 -0.911 -1.064  0.059
H: -0.794 -0.622 -2.064  0.121

Properties
structure (SMILES)	C=CC.CP=O
orbital gap	9.0	eV
2S+1	1
lowest unoccupied orbital energy	-0.00726	Ha
ΔE to the lowest compared entry with this formula, charge and spin	32.1	kcal/mol
E_tot	-574.327369	hartree

---

Record 5
Here is C6H8N2O as an isolated structure at a distorted geometry from OMol25. Energies are from ωB97M-V/def2-TZVPD.

Each line ends with the Löwdin charge.
Element x y z (Å)
C: -2.041 1.398 0.729  0.029
H: 3.194 -1.313 0.933  0.181
C: -0.720 -1.943 -0.230  -0.060
O: 2.783 -0.515 0.346  -0.082
N: 1.515 -1.031 0.321  -0.003
C: -1.706 0.348 -0.097  -0.186
N: -0.580 -0.451 -0.458  -0.116
H: -0.769 -2.012 0.838  0.080
H: 2.824 3.069 -0.982  0.188
C: 0.711 -0.162 -0.001  -0.398
C: 1.772 2.322 -0.411  0.049
H: -0.004 -2.690 -0.755  0.119
H: -2.355 0.033 -0.925  0.107
H: -2.938 2.054 0.489  0.078
H: -1.615 -2.220 -0.802  0.078
C: 1.167 1.256 -0.226  -0.081
H: -1.238 1.857 1.233  0.018

Properties
orbital gap	9.2	eV
2S+1	1
lowest unoccupied orbital energy	0.01758	Ha
ΔE to the lowest compared entry with this formula, charge and spin	183.4	kcal/mol
E_tot	-417.891091	hartree

---

Record 6
Here is one molecule with the formula C5H9NO at a distorted geometry from OMol25. Energies are from ωB97M-V/def2-TZVPD.

Each line ends with the Löwdin charge.
Element x y z (Å)
O: 1.097 -2.086 -0.533  0.052
H: -1.715 -0.649 -0.770  0.137
H: 1.258 0.605 0.886  0.121
H: -0.793 -0.730 1.805  0.072
H: 0.224 -0.001 -1.953  0.144
H: 2.245 0.861 -0.549  0.117
C: -1.329 0.067 1.289  -0.061
H: -2.399 -0.037 1.505  0.077
H: 2.795 -1.409 0.292  0.120
H: -1.625 1.360 -1.471  0.092
N: -0.915 1.413 -0.749  0.061
H: -1.024 1.044 1.676  0.080
C: 0.115 0.393 -0.941  -0.299
C: -1.126 0.064 -0.202  -0.355
C: 1.397 0.289 -0.157  -0.115
C: 1.793 -1.184 -0.129  -0.244

Properties
structure (SMILES)	C[C@H]1N[C@H]1CC=O
orbital gap	10.6	eV
2S+1	1
lowest unoccupied orbital energy	0.03832	Ha
ΔE to the lowest compared entry with this formula, charge and spin	58.0	kcal/mol
E_tot	-325.845141	hartree